w) Here is a molecular structure, C35H43Br3CdClN3O7 from OMol25. Energies are from ωB97M-V with the def2-TZVPD basis set.

The geometry in XYZ format:
```
93
Properties=species:S:1:pos:R:3
H -3.42804 -0.59656 -1.73883
Br 4.43983 -5.70863 -3.93774
H -0.49135 -1.49753 -4.80562
H -1.74300 7.24179 4.25313
C -1.11318 3.08564 0.90905
C 1.99043 -2.53084 -1.33450
C -0.62753 -5.51300 0.83208
C 3.02795 -3.33029 -0.82986
H -1.42208 -3.85407 1.95271
N -1.13734 0.26310 -2.69274
H -1.56776 5.50486 4.56792
O -1.67982 -2.78111 -1.18012
H 0.65316 7.58165 4.24114
C 1.99817 -3.79744 -4.89832
C -2.28683 0.12318 -3.40583
H 2.67211 0.94368 0.24673
C 0.82544 6.59959 3.79324
N -2.73572 -4.76050 -0.90394
H -4.63238 -4.70156 0.01288
C -1.63088 -4.91963 1.83529
O -2.82808 -0.98009 0.88861
H 1.74932 6.65306 3.21669
H 4.54206 2.45735 2.01006
H 0.31964 -5.69472 1.34408
H -4.40154 -0.10766 -3.12387
H -0.62455 8.28252 2.23873
C 3.60816 2.99857 1.83954
H -3.30914 -6.19878 1.39797
C -3.46685 -0.59351 -2.83086
C -1.62628 6.26008 3.78421
H 1.91990 0.01471 1.52032
C -0.20975 4.84489 2.27427
O -1.79882 0.11365 2.72545
C 2.41239 2.07048 2.11206
H -2.17156 4.85583 1.37326
C -3.60243 -4.41631 0.24036
C 0.32330 -2.13653 -4.48073
H -0.36125 1.81793 -5.47471
H -2.52187 6.05932 3.19921
H 1.65779 0.36080 -2.69093
O 0.13546 1.12580 0.43889
C 3.43767 -4.43134 -2.93202
H 1.55940 1.03043 3.80861
H 0.19926 -5.10421 -1.15613
C 2.39836 1.69490 3.60193
C -2.14517 0.72630 -4.64242
C -0.36589 6.22383 2.91010
C 0.04849 2.27059 1.00892
H -0.97390 -6.49735 0.48864
H 2.29839 2.57716 4.23714
C -0.82943 1.26166 -4.67511
C 3.73020 -4.25384 -1.60758
C -3.11481 -5.12007 1.50413
H 1.75678 4.44242 2.99094
H -3.57595 -3.32994 0.35376
H 0.97015 5.87800 4.59817
C -0.49438 7.28570 1.80799
C 2.66437 0.77948 1.32318
C 0.93921 4.06721 2.38990
H -1.44920 -5.36446 2.81756
H 2.51210 -4.49536 -5.54831
H -3.51590 -1.64059 -3.14169
H 3.32253 1.17637 3.87173
O -0.71942 -1.68213 1.60974
C 1.11095 1.27341 -2.94482
C -1.58651 -3.94929 -0.89389
H -3.71659 -4.77623 2.34930
H 3.59575 3.33600 0.80260
H 4.51487 -4.83751 -1.14350
O -2.62049 -2.07666 2.97676
C -0.25326 0.95607 -3.45818
H 0.39845 7.29053 1.18188
C -1.24372 4.31517 1.50964
Br -2.56990 2.40500 -0.09870
H 3.64654 0.39638 1.62009
C -0.32909 -4.58386 -0.34949
O 1.31686 -1.71305 -0.65627
H -2.90478 0.79244 -5.40807
C 1.10396 2.81767 1.80297
H -2.45631 -5.73128 -0.80595
H 1.06773 1.88206 -2.03704
H 1.68298 1.81702 -3.69985
C 2.40121 -3.68724 -3.54785
Cl -1.99956 -1.14185 2.07924
H 3.61465 3.88119 2.48198
H -1.34696 7.07655 1.16281
C 0.96988 -3.02674 -5.36365
Br 3.44072 -3.19187 1.01625
N 0.67714 -2.02419 -3.22908
H 0.64714 -3.09404 -6.39525
Cd -0.67087 -0.52158 -0.71162
H 0.30395 -3.75994 -0.02610
C 1.69529 -2.75864 -2.75265
```

Its charge is -2. The orbital gap is 5.59 eV. The calculation puts the highest occupied orbital energy at -1.8 eV.


x) Here is a molecular structure, C35H43Br3CdClN3O7 from OMol25. Energies are from ωB97M-V with the def2-TZVPD basis set.

The geometry in XYZ format:
```
93
Properties=species:S:1:pos:R:3
C -3.36208 -3.57072 -0.35628
H -1.61328 -0.96132 2.40422
H 5.53102 2.31488 2.01622
C 2.61612 -2.08192 -0.23988
H 2.06932 0.52848 2.98262
C -3.59848 -5.00402 -2.47938
O -1.45488 1.97508 1.75402
H 3.10892 3.89208 5.12252
H -5.16868 -1.86622 1.93082
C 2.84012 3.94348 -3.00348
C 1.60682 -1.33452 -0.80938
C 1.82262 4.07118 3.40872
H 1.95612 7.06098 -1.98978
O -1.99248 -0.26742 0.16132
C -4.68038 -4.81182 -3.55078
Br 3.82462 6.41668 -4.13238
C -2.95038 -2.56702 -2.46448
C -3.32758 -3.69702 -1.74428
H -2.22568 -3.56682 3.51142
Cd -0.33618 1.07178 -0.10488
H -4.64698 -2.78672 3.34532
H -1.16958 -3.39952 2.10462
H 0.15282 -2.05452 -2.19718
C 1.90212 3.56228 1.98152
H 1.89822 5.15938 3.44072
H 4.54512 1.27408 -4.20668
H 3.14102 0.18408 -2.43948
H 2.76862 2.36188 4.31582
H 0.84792 -0.48832 -2.63078
H 0.88512 3.75848 3.86852
C -4.56028 -2.70582 2.26062
H 4.35142 3.72818 -4.53408
H -4.99788 -5.84192 -1.05018
H -2.85388 -1.25112 3.63572
H 5.12332 3.12808 4.15752
H -3.70978 -4.41412 0.22232
Br -2.02748 0.13018 -2.79018
N 2.88282 4.22608 1.23602
C 4.37842 3.48148 3.43812
C 3.99152 3.35178 0.90392
C -3.09428 -2.45302 1.86562
C 1.28032 -0.11492 2.58182
H 3.90112 1.71298 2.29992
N 2.11912 1.87688 -1.98248
Br 0.10622 6.15838 0.10692
C -2.28818 -5.45572 -3.14518
C 1.93812 5.98428 -2.05958
H -4.39918 -4.04442 -4.26568
N 1.05212 -0.51082 0.12202
C 1.07492 -1.46362 -2.20008
H 3.64062 2.61968 0.17422
C 4.49242 2.62018 2.16672
H -1.97038 -4.73592 -3.89538
C 0.98002 3.84088 -1.29618
H -4.26168 -7.02882 -2.13008
C 1.99242 3.19538 -2.12948
H 3.22202 -2.82242 -0.73758
C 3.01092 3.41408 4.14402
C -2.97868 -2.43762 0.33932
O 0.10552 3.21368 -0.66898
C 1.69432 -0.75232 1.29612
H -1.50128 -5.53242 -2.39718
C -2.55458 -1.43782 -1.79188
H -4.84558 -5.74312 -4.09418
H 4.62672 4.52368 3.20822
H 4.78812 3.95868 0.46602
C 3.03552 1.23518 -2.66278
H -2.40898 -6.42802 -3.62578
H -3.23088 -0.30362 2.19082
H 1.06112 -0.88352 3.32882
C 2.67092 -1.70982 1.11342
O 1.33902 2.58538 1.57892
H 3.18182 5.09508 1.66252
C -4.07288 -6.12532 -1.54828
H 0.39082 0.49248 2.42182
C 3.84662 1.85748 -3.62238
H -2.50778 -4.55512 2.07382
Cl -2.59168 2.49678 1.06122
C 2.74402 5.33868 -2.96858
C -2.19638 -3.57152 2.42132
C -2.67048 -1.15742 2.56162
H -4.95398 -3.61812 1.81532
H -3.32138 -6.35782 -0.79758
C 3.73922 3.21038 -3.80378
H 1.80192 -1.96882 -2.83878
H -5.61448 -4.51372 -3.07878
O -3.76298 1.81188 1.50942
H -2.95778 -2.55012 -3.54398
O -2.46098 2.35208 -0.34248
H 3.33742 -2.09382 1.87042
C 1.10602 5.25288 -1.23908
C -2.46728 -1.30812 -0.38028
O -2.73598 3.88098 1.38652
```

Its charge is -2. The orbital gap is 5.61 eV. The calculation puts the highest occupied orbital energy at -1.8 eV.


Relative energy of each structure, in eV: w) 0.000; x) 1.141.


w) Here is 2 unconnected molecules or ions with the total composition C6H14O3 from OMol25. Energies are from ωB97M-V with the def2-TZVPD basis set.

The geometry in XYZ format:
```
23
Properties=species:S:1:pos:R:3
H -0.24029 -0.02137 0.45503
O 1.70224 1.22122 1.30655
C 0.10825 -0.83097 -2.05512
H 0.46022 -1.50049 -1.27106
C -2.14605 0.40625 -0.29646
H 0.04506 2.09285 2.76041
H -0.28861 1.25918 -2.37189
C 1.60466 -1.57529 1.35968
H 0.77428 -0.94981 -2.90951
H -2.70230 0.88704 -1.10373
C 0.65661 0.72824 1.61901
H 1.99511 -1.94208 2.31038
O -0.26484 1.22428 2.46683
H -0.89115 -1.14923 -2.35019
H -0.66126 1.92683 -0.08122
H -2.61040 0.66782 0.65344
C 0.10992 0.62048 -1.57750
H 1.30584 -2.42844 0.74671
O 0.44452 -0.78334 1.60184
H 1.13671 0.94879 -1.39506
H 2.37009 -0.98636 0.84808
H -2.22328 -0.67242 -0.42583
C -0.68533 0.85683 -0.29040
```

Its charge is 0. Its SMILES is COC(=O)O.CCCC. The orbital gap is 10.27 eV. The calculation puts the highest occupied orbital energy at -9.6 eV.


x) Here is a single C6H14O3 molecule from OMol25. Energies are from ωB97M-V with the def2-TZVPD basis set.

The geometry in XYZ format:
```
23
Properties=species:S:1:pos:R:3
H 1.19093 -2.38989 0.85606
H -0.21252 -2.04853 2.45210
H 0.60835 -1.88880 -1.94939
H -0.48568 0.08991 1.71321
H -0.22486 2.30407 1.17805
C 0.12672 0.22077 0.81333
H -1.60906 2.89095 -0.67512
H 1.97379 0.75948 0.62980
C -0.13996 1.65446 0.29750
O 1.01306 2.11327 -0.42289
C -0.17119 -0.96658 -0.13211
C 0.57559 -0.90524 -1.46718
H 1.60467 -0.55505 -1.35089
H 0.06654 -0.23606 -2.16648
O -0.68037 -2.47803 1.71328
H -2.24887 1.32649 -0.13615
H -0.08116 -3.14136 -0.11120
O 1.49700 0.15980 1.24416
C 0.13921 -2.30553 0.56115
C -1.37714 1.82554 -0.56667
H 0.89638 3.07374 -0.55491
H -1.24876 -0.95938 -0.34267
H -1.21265 1.45598 -1.58297
```

Its charge is 0. Its SMILES is C[C@H](O)[C@H](O)[C@@H](C)CO. The orbital gap is 10.52 eV. The calculation puts the highest occupied orbital energy at -9.9 eV.


Relative energy of each structure, in eV: w) 1.552; x) 0.000.


w) Here is 2 unconnected molecules or ions with the total composition C3H8OS2 from OMol25. Energies are from ωB97M-V with the def2-TZVPD basis set.

The geometry in XYZ format:
```
14
Properties=species:S:1:pos:R:3
S 0.01814 1.83026 0.65659
H -0.06438 -3.77973 -1.11352
H -0.99408 2.48182 1.23635
H 1.52677 -3.40534 0.66802
C 0.40650 4.32283 -1.09340
H -1.82877 -3.99355 -0.57913
O 0.92972 -3.58695 1.40409
H -0.84318 -3.18972 1.87141
C -0.80516 -3.80170 -0.27630
C -0.39170 -3.53992 0.95448
H 1.09386 4.81491 -1.78699
H 0.23526 3.31638 -1.47199
S 1.21961 3.64945 0.40387
H -0.50258 4.88125 -0.87348
```

Its multiplicity is 2. Its charge is +1. The orbital gap (alpha / beta) is 5.26 / 2.10 eV. The calculation puts the highest occupied orbital energy (alpha / beta) at -11.4 / -11.3 eV.


x) Here is 2 unconnected molecules or ions with the total composition C3H8OS2 from OMol25. Energies are from ωB97M-V with the def2-TZVPD basis set.

The geometry in XYZ format:
```
14
Properties=species:S:1:pos:R:3
C -2.21899 1.86609 2.07744
C 0.77636 -0.67483 -0.45634
H 1.59868 0.96570 0.55562
H -3.23771 2.28536 2.07834
S -0.61839 -2.97569 -1.73046
H 1.22280 -1.48217 0.12474
H 1.22107 1.38482 -1.09234
H 0.17545 -3.81725 -2.43005
S 0.46559 -1.32864 -2.11433
O -2.01831 0.73158 1.73271
H -0.21258 -0.49439 -0.01537
H -1.41791 2.51652 2.46518
C 1.60922 0.58460 -0.46540
H 2.65471 0.43831 -0.72973
```

Its multiplicity is 2. Its charge is +1. The orbital gap (alpha / beta) is 8.60 / 4.82 eV. The calculation puts the highest occupied orbital energy (alpha / beta) at -13.1 / -13.1 eV.


Relative energy of each structure, in eV: w) 1.816; x) 0.000.


w) Here is 9 unconnected molecules or ions with the total composition C6H29NO9 from OMol25. Energies are from ωB97M-V with the def2-TZVPD basis set.

The geometry in XYZ format:
```
45
Properties=species:S:1:pos:R:3
H 0.27793 -3.43141 -1.75442
H -2.12328 -2.79100 1.49114
H 2.98207 0.23634 -1.56006
H 1.49073 1.78501 1.74527
H 2.72411 -1.79080 1.41300
H 2.58497 -0.99222 0.13315
H -3.73771 -2.36482 1.07873
H -1.74184 1.00771 -1.18540
H 1.27489 3.36780 3.40656
O 1.84155 1.27576 0.98689
H 0.04355 3.82098 0.17327
H 0.09043 -2.27127 -2.61372
O 0.61267 2.62945 -0.96767
O 0.73496 -3.55500 -0.12888
H 1.21017 -2.78653 0.15275
H 3.33460 0.76280 -0.19461
O 1.82271 0.90804 -2.66936
H -3.03197 0.05265 0.70977
H -3.00138 -1.67590 2.51110
O 0.72468 2.77792 2.87663
H -0.18286 -0.90742 1.46570
H 0.54647 -0.27844 -0.89561
H 0.00553 1.18632 -3.46202
O 2.02452 -1.40874 0.85246
H 0.28297 3.38495 2.24445
C -2.79161 -1.95486 1.51231
H -1.99041 -0.10722 -2.61303
H -0.63034 0.72093 0.98947
H 1.26522 3.00882 -1.52426
H -2.84461 -1.60978 -1.14932
H 1.68281 0.34068 1.18588
C -1.01008 -0.20172 1.42929
O 3.45975 0.00490 -0.75363
H 0.08520 -3.76121 0.51897
N -0.01796 0.00634 -1.73654
H -1.13725 -2.00693 -0.73028
O -0.25566 4.34750 0.92162
C -1.93417 -1.17391 -0.70334
H 1.01552 2.07673 -0.29808
C -1.48977 -0.01498 -1.58763
H -1.22310 4.45628 0.81477
C 0.60720 0.76422 -2.69165
O -0.08437 -3.15902 -2.65085
H -1.25700 0.06565 2.51352
C -2.23988 -0.74463 0.74367
```

Its charge is 0. Its SMILES is CC(C)CCNC=O.O.O.O.O.O.O.O.O. The orbital gap is 10.29 eV. The calculation puts the highest occupied orbital energy at -9.9 eV.


x) Here is 10 unconnected molecules or ions with the total composition C6H29NO9 from OMol25. Energies are from ωB97M-V with the def2-TZVPD basis set.

The geometry in XYZ format:
```
45
Properties=species:S:1:pos:R:3
H -2.42070 1.38696 1.73202
H -1.63755 2.30356 3.02518
O -0.37959 0.03475 -3.49903
C -0.72817 2.51995 0.02372
H 2.09805 -3.37526 -0.36566
C -0.89430 -2.05696 2.60822
H 0.75647 2.49345 -1.53374
H 0.49296 2.35298 1.75076
C -0.45753 2.17828 1.27333
H -1.38777 -3.00769 2.46232
O 2.05231 0.37704 2.71540
H 1.89352 -1.09835 0.06030
C -1.46762 1.57484 2.22379
C 0.27746 3.20789 -0.86426
H 0.11644 -2.24090 2.95542
H 3.40597 0.98492 1.00555
O 2.04621 -3.43115 -1.31321
H 1.84632 -0.57771 -2.18282
H 1.93578 -0.39947 2.10618
H -3.39310 1.46650 -2.98507
H -2.59437 -0.91240 2.21367
H -1.70463 2.35872 -0.42332
H 0.57147 -1.52786 0.81135
O 3.73520 1.15253 0.11164
H -2.32057 -0.18485 0.18753
H -1.00836 -2.73514 -2.33978
H 2.64249 -1.79227 -1.66223
O 1.53654 -1.55380 0.86168
O -2.69013 -0.64277 -0.57200
H -1.95148 -1.24182 -0.85687
H 2.65680 0.07696 3.40233
O 2.55620 -0.80578 -1.60009
N -1.01924 0.32621 2.87364
H -0.17108 4.01885 -1.43670
C -1.54526 -0.89482 2.48883
H -0.50594 -1.25959 -2.38761
H -3.05389 0.19414 -2.09099
H 3.41579 0.42812 -0.47240
H 0.05541 0.89856 -3.38098
H 1.09095 3.62277 -0.27417
H 1.10300 -3.28372 -1.47161
H -0.02035 0.28739 3.07575
O -0.59264 -2.03695 -1.78369
O -2.99023 0.58073 -3.00126
H -1.35082 0.23319 -3.47114
```

Its charge is 0. Its SMILES is C=CNC/C=C/C.O.O.O.O.O.O.O.O.O. The orbital gap is 8.35 eV. The calculation puts the highest occupied orbital energy at -8.2 eV.


Relative energy of each structure, in eV: w) 0.000; x) 1.027.